This record from the OMol25 dataset describes one molecule with the formula C23H32FN7O7. The level of theory is the ωB97M-V functional and the def2-TZVPD basis.

Each line ends with the natural charge from an NBO analysis.
Geometry (Å):
C -2.14265 1.55283 -5.17009  -0.6047
C -1.80730 2.54605 -4.06337  -0.4024
C -2.21994 2.06695 -2.66518  -0.1964
C -2.24215 3.24297 -1.68830  -0.6157
C -1.30112 0.93290 -2.17983  -0.1349
N -1.85781 0.29723 -1.00030  -0.6018
C -1.20430 -0.73339 -0.43638  0.6863
O -0.10440 -1.05080 -0.91337  -0.6973
C -1.79580 -1.39912 0.74011  -0.1646
C -3.04577 -1.02615 1.20751  -0.1204
C -3.58973 -1.58310 2.35298  -0.0400
N -4.87743 -1.17043 2.79528  0.5309
O -5.47118 -0.34801 2.11871  -0.4020
O -5.31263 -1.65925 3.81966  -0.3858
C -2.87254 -2.54087 3.07663  -0.2047
C -1.64790 -2.92736 2.61860  0.3241
F -0.99176 -3.86681 3.33680  -0.3229
C -1.04619 -2.40942 1.43686  0.2130
N 0.11900 -2.83648 0.95385  -0.5623
C 1.15447 -3.61661 1.58872  -0.2412
C 1.88000 -2.81673 2.67820  -0.4007
C 2.39798 -1.46054 2.19419  -0.4037
C 3.56860 -1.54529 1.20059  -0.4266
C 3.31156 -0.93804 -0.19553  -0.1494
C 2.85963 -1.98893 -1.22293  0.6776
N 2.45245 -1.47397 -2.39352  -0.8093
O 2.91676 -3.18247 -1.00745  -0.6390
N 2.35769 0.14941 -0.20554  -0.6533
C 2.70005 1.42152 0.01647  0.6831
O 3.79547 1.78174 0.39972  -0.6481
C 1.58195 2.46065 -0.22325  -0.1277
C 1.33886 3.20198 1.10055  -0.4911
C 0.83229 2.18152 2.10536  0.6795
N 1.66836 1.90243 3.11567  -0.7949
O -0.25115 1.63354 1.97728  -0.6562
N 0.32707 1.92111 -0.68553  -0.6670
C 0.13256 1.41963 -1.91655  0.7161
O 0.99917 1.37338 -2.76867  -0.6592
H -1.56237 0.63938 -5.07177  0.2041
H -3.20037 1.29746 -5.15155  0.2000
H -1.91381 1.98878 -6.13901  0.2173
H -0.73554 2.74886 -4.07216  0.2207
H -2.32692 3.48437 -4.26740  0.2047
H -3.23266 1.64892 -2.73122  0.2019
H -1.29021 3.76782 -1.70225  0.2130
H -2.44649 2.92018 -0.66960  0.2034
H -3.01996 3.94515 -1.97914  0.2201
H -1.21287 0.17808 -2.97207  0.2298
H -2.75373 0.61175 -0.66909  0.4115
H -3.65407 -0.29065 0.70457  0.2293
H -3.28829 -2.97098 3.97426  0.2657
H 0.40170 -2.37221 0.09019  0.4437
H 0.74646 -4.53174 2.02060  0.2114
H 1.85492 -3.88674 0.79707  0.2467
H 2.70966 -3.41949 3.04881  0.2084
H 1.19455 -2.64847 3.51150  0.2027
H 1.56984 -0.89791 1.76000  0.2050
H 2.73001 -0.90424 3.07329  0.2016
H 4.42991 -1.03413 1.62926  0.2202
H 3.84735 -2.58744 1.03865  0.2358
H 4.26657 -0.53406 -0.55908  0.2442
H 2.29724 -0.48771 -2.53826  0.4256
H 2.09329 -2.10768 -3.08861  0.4038
H 1.41548 -0.09164 -0.49396  0.4506
H 1.97274 3.15198 -0.98135  0.2434
H 0.58034 3.97277 0.95642  0.2404
H 2.27003 3.65878 1.42974  0.2407
H 2.60763 2.26004 3.13497  0.4107
H 1.40970 1.18932 3.77924  0.4083
H -0.37231 1.78936 0.03997  0.4481

LUMO level   -0.0150 Ha
SMILES   CC[C@H](C)[C@@H]1NC(=O)c2cc([N+](=O)[O-])cc(F)c2NCCCC[C@@H](C(N)=O)NC(=O)[C@H](CC(N)=O)NC1=O
HOMO-LUMO gap   8.0 eV

***

This record from the OMol25 dataset describes C23H32N3O9P2Re as an isolated structure. The level of theory is the ωB97M-V functional and the def2-TZVPD basis.

Each line ends with the natural charge from an NBO analysis.
Geometry (Å):
Re 0.56471 0.33168 0.54708  1.6945
C 1.04173 0.92712 3.54625  -0.4119
N 0.17141 1.45100 2.44394  -0.4575
C 0.48929 2.91799 2.35046  -0.2115
C 0.23268 3.54705 0.99564  -0.4407
C 1.36187 3.27113 0.00519  -0.2187
N 1.26517 1.93331 -0.62272  -0.4889
C 1.53079 1.86966 -1.88488  0.2209
C 1.56595 0.70241 -2.71679  -0.1408
C 1.91429 0.88045 -4.06767  -0.1468
C 1.96352 -0.18695 -4.92462  -0.2386
C 1.65207 -1.46133 -4.43153  -0.1441
C 1.30155 -1.64845 -3.10973  -0.2422
C 1.25308 -0.56720 -2.24982  0.3512
O 0.90412 -0.82765 -0.95560  -0.6551
C -1.26396 1.26574 2.91053  -0.2160
C -1.97815 -0.04170 2.55257  -0.4386
C -1.20171 -1.34171 2.58478  -0.2367
N 0.03937 -1.29202 1.74476  -0.4708
C 0.75910 -2.35646 1.76719  0.2203
C 2.12829 -2.41716 1.34645  -0.2034
C 2.78059 -3.66564 1.36894  -0.1308
C 4.12965 -3.75758 1.16115  -0.2240
C 4.86594 -2.57926 0.96555  -0.1485
C 4.25190 -1.34736 0.96701  -0.2403
C 2.87324 -1.25783 1.13411  0.3462
O 2.32428 -0.01520 1.11009  -0.6331
H 0.89516 1.55127 4.42973  0.2026
H 2.08088 0.95786 3.24079  0.2303
H 0.77449 -0.09649 3.78888  0.2123
H 1.54975 3.01919 2.58549  0.2086
H -0.06335 3.42936 3.14211  0.2072
H 0.15620 4.62636 1.13229  0.2404
H -0.71885 3.20819 0.58558  0.2372
H 2.31777 3.31090 0.53339  0.2043
H 1.39027 4.03657 -0.77011  0.2057
H 1.76071 2.80961 -2.38741  0.1884
H 2.13887 1.88128 -4.42425  0.2164
H 2.23277 -0.04836 -5.96332  0.2285
H 1.68369 -2.31609 -5.09840  0.2238
H 1.05080 -2.62614 -2.71338  0.2358
H -1.84787 2.08575 2.49659  0.2231
H -1.23723 1.39588 3.99519  0.2003
H -2.41495 0.05881 1.57701  0.2414
H -2.80901 -0.14615 3.25088  0.2419
H -1.84550 -2.12511 2.19821  0.2454
H -0.91343 -1.61244 3.60067  0.1988
H 0.34541 -3.24683 2.24369  0.1975
H 2.19064 -4.55769 1.55439  0.2227
H 4.62417 -4.72032 1.16818  0.2328
H 5.93733 -2.63643 0.81615  0.2296
H 4.81140 -0.43058 0.81754  0.2340
C -4.24411 0.09953 -2.70779  -0.6355
C -3.56612 -0.00730 -1.33509  -0.4751
O -4.44025 0.43893 -0.27404  -0.7535
P -3.16455 -1.77822 -0.94141  2.3579
O -3.80524 -2.56775 -2.15774  -0.9906
O -4.07387 -2.09045 0.31711  -0.9880
O -1.74843 -2.10860 -0.71219  -1.1026
P -2.06863 1.10417 -1.36069  2.3839
O -2.85545 2.49211 -1.07391  -1.0259
O -1.36619 1.10773 -2.65007  -1.0979
O -1.22954 0.94703 -0.06355  -1.0703
H -5.11988 -0.54575 -2.75501  0.2369
H -3.55678 -0.17860 -3.50627  0.2492
H -4.55683 1.13288 -2.87134  0.2178
H -4.45765 1.40454 -0.28660  0.5035
H -3.17735 -3.19499 -2.54504  0.5289
H -4.84597 -1.50532 0.39762  0.5332
H -2.73408 3.10759 -1.81219  0.5250

Multiplicity   2
Total charge   +1
LUMO level (spin up / spin down)   -0.1341 / -0.1253 Ha
HOMO-LUMO gap (spin up / spin down)   7.0 / 7.2 eV

***

This record from the OMol25 dataset describes C23H32N6O3 as an isolated structure. The level of theory is the ωB97M-V functional and the def2-TZVPD basis.

Each line ends with the natural charge from an NBO analysis.
Geometry (Å):
C 3.22824 1.60668 -2.49200  -0.6255
C 2.06135 1.78701 -1.43084  -0.4151
H 1.16059 2.34952 -1.69848  0.2220
H 2.53659 2.26876 -0.61927  0.2284
C 1.56758 0.26188 -0.97900  -0.0564
C 0.94025 0.65014 0.36531  0.3649
N 0.65136 1.87344 0.75385  -0.3491
N -0.32486 1.56786 1.96208  -0.1028
N -0.31037 0.32749 2.28929  -0.0308
N 0.40188 -0.21769 1.28693  -0.2524
C 0.61933 -1.68210 1.58123  -0.2018
H -0.31295 -2.24672 1.91782  0.2540
H 0.65751 -2.06250 0.14821  0.2161
C 1.87549 -1.97859 2.27380  0.0326
H 2.64201 -1.55572 1.74129  0.1898
C 1.83091 -1.74126 3.69547  -0.4421
H 2.53321 -1.06848 3.93229  0.2228
H 0.82840 -1.24366 3.83653  0.2177
C 1.58724 -3.10543 4.39958  -0.4067
H 1.03370 -3.25972 5.12803  0.1893
C 1.51641 -4.17123 3.10150  -0.0009
H 2.24022 -5.03580 3.35694  0.1983
O 2.19079 -3.35997 2.15828  -0.5256
H 0.66099 -4.20968 2.98409  0.1203
H 2.45583 -3.47212 4.92724  0.1968
N 0.85144 -0.53902 -1.60650  -0.4956
C 1.80171 -1.52645 -2.52829  -0.0854
H 2.41231 -1.90199 -1.48609  0.1829
C 1.19759 -2.71863 -2.99609  -0.4100
C 0.25865 -3.52480 -2.08031  -0.0736
O -1.19024 -3.19522 -1.83520  -0.7080
H -1.27210 -2.51285 -1.37454  0.4702
H 0.69417 -3.62718 -1.03140  0.1790
H 0.18719 -4.63825 -2.59586  0.1876
H 0.45283 -2.42110 -3.87216  0.1932
H 1.80310 -3.27616 -3.22710  0.1809
H 2.17217 -1.09342 -3.17317  0.1363
C 0.08117 0.15364 -2.38266  -0.1993
C -1.07460 0.82729 -1.60188  -0.2063
C -1.21219 2.10349 -1.75854  -0.0218
C -2.08127 3.09218 -1.17245  -0.0974
C -2.14358 4.33166 -1.21717  -0.1885
C -3.08944 4.96885 -0.51393  -0.2401
C -3.66779 4.39773 0.50091  -0.1494
C -3.57757 2.96350 0.96387  0.0190
C -2.86958 2.44826 -0.08505  0.1778
N -2.58298 1.07763 0.08090  -0.5380
C -1.80633 0.29835 -0.71826  0.5917
O -1.83246 -1.05083 -0.20672  -0.7858
H -2.93657 0.47642 1.08809  0.4657
C -4.21653 2.44358 2.15485  -0.6288
H -4.76116 3.17553 2.73503  0.2307
H -3.55731 2.12975 2.75284  0.2272
H -4.78367 1.75624 1.77602  0.2229
H -4.30415 5.18485 1.23213  0.2014
H -3.22687 6.24501 -0.55495  0.2208
H -1.95681 4.69801 -2.27502  0.2163
H -0.74470 2.58235 -2.72580  0.2018
H -0.71088 -0.79090 -2.79273  0.2325
H 0.44668 0.89280 -3.25463  0.2012
H 2.45739 -0.21076 -0.51540  0.2266
H 3.66082 2.58291 -2.73363  0.2190
H 3.91857 0.86093 -2.19271  0.2087
H 2.93130 1.05445 -3.39658  0.1907

LUMO level   -0.0153 Ha
HOMO-LUMO gap   7.9 eV